No. 1
A 2-piece molecular cluster, BrClH2O2Si overall in a non-equilibrium geometry, computed with ωB97M-V with the def2-TZVPD basis set.

Atoms and positions in Å:
O  -2.48947  -0.25168  -0.23623
O  1.75758  2.03371  0.50373
Si  1.88906  0.53940  0.47040
Cl  1.69249  -0.66132  2.06301
Br  2.06255  -0.57136  -1.33916
H  -2.37243  -1.17555  -0.37443
H  -2.53979  0.08679  -1.08731

Calculated values
- 2S+1 = 1
- lowest unoccupied orbital energy (eV) = -0.5
- energy relative to the best compared isomer or geometry (same formula, charge and spin) (kcal per mole) = 70.7
- highest occupied orbital energy (eV) = -11.0
- SMILES = O=[Si](Cl)Br.O
- net charge = 0

***

No. 2
CH4S3 in the gas phase in a non-equilibrium geometry, computed with ωB97M-V with the def2-TZVPD basis set.

Atoms and positions in Å:
C  1.57357  0.55851  -0.01442
S  -2.60778  -1.61656  -0.76410
S  -0.06283  1.25302  -0.45329
S  -1.55719  0.34770  0.53146
H  1.62060  0.76306  1.06161
H  2.40748  1.04523  -0.60308
H  1.62624  -0.55132  -0.27335
H  -3.00009  -1.79963  0.51518

Calculated values
- 2S+1 = 1
- lowest unoccupied orbital energy (eV) = -1.6
- energy relative to the best compared isomer or geometry (same formula, charge and spin) (kcal per mole) = 25.8
- highest occupied orbital energy (eV) = -9.0
- SMILES = CSSS
- net charge = 0

***

No. 3
A 5-piece molecular cluster, C16H40BO9S4 overall in a non-equilibrium geometry, computed with ωB97M-V with the def2-TZVPD basis set.

Atoms and positions in Å:
C  -2.49411  -0.47066  -1.17107
C  -0.93229  -0.67061  -1.53745
C  -0.80305  -1.61848  -2.82853
O  0.46885  -1.54304  -3.47934
C  1.43489  -2.49018  -2.93658
B  2.51382  -1.66449  -1.99889
C  3.98390  -1.38668  -2.76351
C  4.26901  0.15659  -2.68007
O  4.31118  0.69823  -1.54341
O  4.43725  1.01949  -3.79576
C  2.74054  -2.28295  -0.49608
C  3.20636  -3.79691  -0.43828
O  3.67839  -4.22406  0.65057
O  3.09988  -4.74414  -1.49168
H  -2.90184  0.53033  -1.56121
H  -3.12508  -1.34074  -1.57554
H  -2.57634  -0.43032  -0.03358
H  -0.46778  0.33048  -1.82278
H  -0.37357  -1.09662  -0.63265
H  -1.12324  -2.68593  -2.57778
H  -1.57603  -1.23923  -3.59389
H  0.97031  -3.31987  -2.30532
H  2.03876  -2.96205  -3.79756
H  2.04005  -0.56742  -1.83898
H  4.01239  -1.81286  -3.82354
H  4.75326  -1.98267  -2.15386
H  4.09136  1.87937  -3.45963
H  1.81990  -2.06731  0.15174
H  3.58338  -1.67037  -0.01384
H  2.31703  -5.30725  -1.33587
C  3.36567  5.11106  0.09712
S  2.14201  4.57554  -1.11780
O  0.84079  5.22267  -0.75810
C  2.06978  2.86437  -0.55956
H  3.54383  6.17848  -0.03895
H  2.99085  4.93105  1.10623
H  4.29724  4.56532  -0.06109
H  1.77809  2.82828  0.49163
H  3.04622  2.39427  -0.69488
H  1.32887  2.33493  -1.15928
C  -3.39962  1.94800  2.46195
S  -1.99353  2.17737  1.35194
O  -1.16341  0.94045  1.42244
C  -1.17176  3.43533  2.35271
H  -4.03960  1.16563  2.05048
H  -3.04796  1.64709  3.45052
H  -3.96450  2.87970  2.53086
H  -0.96162  3.03957  3.34824
H  -1.81065  4.31717  2.42536
H  -0.23541  3.70682  1.86432
C  1.48853  0.05583  4.34861
S  2.76561  -0.67379  3.29908
O  2.32341  -0.51826  1.88631
C  2.44369  -2.38424  3.77771
H  1.47988  1.13353  4.18252
H  0.51270  -0.35903  4.08957
H  1.71847  -0.14741  5.39651
H  1.40732  -2.64362  3.55470
H  2.64169  -2.50710  4.84456
H  3.11089  -3.03292  3.20769
C  -7.62907  -1.50032  0.49894
S  -5.99508  -1.63015  -0.25974
O  -4.98562  -1.44246  0.82302
C  -6.09768  -0.08156  -1.18103
H  -7.77201  -2.35636  1.15888
H  -7.69738  -0.57870  1.07958
H  -8.39371  -1.51194  -0.27973
H  -6.26378  0.74985  -0.49356
H  -6.91388  -0.14149  -1.90339
H  -5.15643  0.06738  -1.71003

Calculated values
- 2S+1 = 1
- lowest unoccupied orbital energy (eV) = 2.0
- highest occupied orbital energy (eV) = -4.5
- net charge = -1

***

No. 4
C46H44KN3O2P2S2Se3Te as an isolated structure in a non-equilibrium geometry, computed with ωB97M-V with the def2-TZVPD basis set.

Atoms and positions in Å:
K  -1.43709  0.02031  -0.67147
O  2.42383  -2.26199  2.78647
S  1.87932  -1.35235  1.72806
C  1.58314  -2.40385  0.29551
C  1.43763  -3.76214  0.53436
C  1.29363  -4.62693  -0.53586
C  1.28637  -4.12856  -1.82948
C  1.45406  -2.77256  -2.06535
C  1.64894  -1.88287  -1.01049
P  1.85319  -0.05811  -1.23971
C  3.56060  0.17709  -0.54768
C  3.99383  1.50241  -0.48498
C  5.27410  1.81201  -0.04774
C  6.13792  0.79973  0.34610
C  5.71880  -0.52259  0.28026
C  4.44138  -0.83377  -0.17016
C  2.41231  0.07286  -3.00104
C  3.38701  -0.76111  -3.55433
C  3.73843  -0.64088  -4.88929
C  3.12894  0.32588  -5.68599
C  2.20121  1.19136  -5.13057
C  1.84609  1.06952  -3.78989
C  0.18771  -0.95867  2.21976
C  -0.71447  -1.94581  2.58655
C  -1.99149  -1.58658  2.98239
C  -2.34871  -0.24483  3.04027
C  -1.43305  0.74897  2.71480
C  -0.14339  0.40851  2.31143
P  1.08689  1.65594  1.72291
C  2.39862  1.59706  3.02563
C  3.44499  2.50778  2.85908
C  4.50490  2.54734  3.75059
C  4.53841  1.66810  4.82777
C  3.50014  0.76898  5.01038
C  2.43445  0.73354  4.11609
C  0.27035  3.21216  2.28066
C  -0.21516  4.06784  1.29382
C  -0.85290  5.25513  1.64479
C  -0.99254  5.59884  2.97950
C  -0.49869  4.75345  3.97160
C  0.12765  3.56641  3.62526
H  1.46222  -4.12182  1.55629
H  1.17394  -5.68955  -0.36025
H  1.15046  -4.79661  -2.66920
H  1.45616  -2.41104  -3.08261
H  3.31187  2.29069  -0.79364
H  5.59588  2.84682  -0.00420
H  7.13318  1.03853  0.70217
H  6.38923  -1.31947  0.58058
H  4.13453  -1.87246  -0.21399
H  3.86605  -1.51220  -2.93737
H  4.48050  -1.30718  -5.31407
H  3.37983  0.39829  -6.73808
H  1.73061  1.95752  -5.73577
H  1.11695  1.75442  -3.36323
H  -0.41712  -2.98668  2.54901
H  -2.71921  -2.34609  3.23525
H  -3.35363  0.02511  3.33759
H  -1.72529  1.78905  2.76371
H  3.41457  3.19577  2.02018
H  5.30926  3.25844  3.60327
H  5.37050  1.68787  5.52251
H  3.51525  0.08438  5.85011
H  1.63105  0.02545  4.27899
H  -0.10177  3.81091  0.24034
H  -1.23618  5.90027  0.86284
H  -1.48530  6.52444  3.25558
H  -0.60757  5.02140  5.01649
H  0.50226  2.90861  4.40153
Se  -5.73346  1.68069  -3.25778
Se  -3.67302  1.46945  -2.23166
Te  -2.89580  3.87748  -2.09441
Se  -0.46746  3.71037  -2.48810
C  -2.24443  -3.92498  0.00100
C  -1.89002  -3.54716  -1.40639
C  -1.84178  -4.38772  -2.51268
C  -1.45845  -3.56764  -3.60856
C  -1.29984  -2.28878  -3.09025
C  -0.96748  -1.04003  -3.85172
N  -1.56355  -2.26588  -1.74945
H  -2.78066  -4.87786  0.01141
H  -2.88135  -3.17255  0.47503
H  -1.34731  -4.04456  0.62485
H  -2.06520  -5.44805  -2.52823
H  -1.31320  -3.86925  -4.63928
H  -0.46618  -1.29813  -4.78901
H  -0.30584  -0.38203  -3.28334
H  -1.86764  -0.47169  -4.10075
O  -3.70231  2.67130  0.95267
C  -2.89023  2.41734  0.19279
C  -5.16632  -1.92611  -1.39920
N  -5.80228  -0.78113  -0.75775
C  -5.87641  -0.58811  0.55841
S  -5.38634  -1.70677  1.74994
N  -6.45927  0.56915  0.95541
C  -6.77303  1.67888  0.06360
H  -5.70498  -2.16062  -2.31664
H  -5.19483  -2.77860  -0.72685
H  -4.12558  -1.71750  -1.65671
H  -5.99111  0.00870  -1.38206
H  -6.31525  0.76798  1.92743
H  -7.53287  1.38833  -0.66389
H  -5.90261  2.03424  -0.48932
H  -7.15959  2.49872  0.66748

Calculated values
- 2S+1 = 1
- lowest unoccupied orbital energy (eV) = 3.7
- energy relative to the best compared isomer or geometry (same formula, charge and spin) (kcal per mole) = 7.1
- highest occupied orbital energy (eV) = -1.4
- net charge = -2

***

No. 5
A 2-piece molecular cluster, C3H9N2O overall, computed with ωB97M-V with the def2-TZVPD basis set.

Atoms and positions in Å:
C  1.28516  0.38213  -0.22447
O  0.07790  0.48399  0.37566
C  2.42117  0.22234  0.79247
H  1.57267  1.24400  -0.88216
H  1.32687  -0.47166  -0.94731
H  3.43600  0.29389  0.37359
H  2.35107  -0.70817  1.36138
H  2.33091  1.03438  1.51883
N  -2.52983  0.67940  -0.17927
C  -1.92851  -0.58794  -0.12019
N  -2.06482  -1.44213  -1.06641
H  -3.18942  0.69884  -0.94562
H  -1.79009  1.37404  -0.19630
H  -1.57906  -0.86686  0.86572
H  -1.72001  -2.33625  -0.72592

Calculated values
- 2S+1 = 1
- lowest unoccupied orbital energy (eV) = 4.6
- energy relative to the best compared isomer or geometry (same formula, charge and spin) (kcal per mole) = 19.3
- highest occupied orbital energy (eV) = -2.8
- net charge = -1

***

No. 6
C5H3N as an isolated structure in a non-equilibrium geometry, computed with ωB97M-V with the def2-TZVPD basis set.

Atoms and positions in Å:
C  -0.29977  -1.52221  -0.67289
C  0.68974  -1.39712  0.15230
C  0.71526  0.41620  -0.20287
C  -0.63863  -0.02389  -0.73235
C  1.70559  -0.46616  0.48238
N  1.90750  0.34876  -0.71844
H  -0.82890  0.21036  -1.70504
H  -1.46101  0.14610  -0.20558
H  2.29950  -0.29098  1.69131

Calculated values
- 2S+1 = 3
- lowest unoccupied orbital energy (spin up / spin down) (eV) = -0.1 / -2.5
- energy relative to the best compared isomer or geometry (same formula, charge and spin) (kcal per mole) = 108.5
- highest occupied orbital energy (spin up / spin down) (eV) = -6.9 / -10.0
- net charge = 0

***

Calculated total energy for every record listed, in sequence, given in Ha: -3475.471802 -1235.011777 -2928.250463 -11645.516478 -304.435137 -246.660723.